# 1
Here is 11 unconnected molecules or ions with the total composition C60H151N9O20 in a non-equilibrium geometry from the Open Molecules 2025 dataset. Energies are from wB97M-V/def2-TZVPD.

As for the HOMO energy: -0.3090 Ha. The calculation puts the LUMO energy at 0.662 eV. The total energy is -119013.4718 eV. For the energy relative to the best compared isomer or geometry (same formula, charge and spin), the calculation gives 143.3 kJ/mol. Its SMILES is COCCNCCOC.COCCNCCOC.COCCNCCOC.COCCNCCOC.COCCNCCOC.COCCNCCOC.COCCNCCOC.COCCNCCOC.COCCNCCOC.CC(C)O.CC(C)O. Its molar mass is 1318.9 g/mol. The charge is 0.

```
240
Properties=species:S:1:pos:R:3:mulliken_charge:R:1
C 3.964 -0.803 -6.648 -0.55
C 5.009 -0.993 -7.796 0.36
C 4.949 -2.344 -8.529 -1.04
O 4.703 0.022 -8.742 -0.56
H 2.948 -1.065 -6.944 -0.01
H 3.903 0.236 -6.325 0.39
H 4.213 -1.320 -5.722 0.10
H 6.021 -0.816 -7.431 0.27
H 5.734 -2.373 -9.286 0.42
H 3.968 -2.537 -8.964 0.06
H 5.041 -3.244 -7.921 0.33
H 5.365 -0.079 -9.430 0.32
C -2.314 -3.722 5.284 -0.81
C -3.584 -2.883 5.565 0.38
C -3.607 -1.573 4.796 -0.29
O -4.626 -3.602 5.073 -0.55
H -2.183 -3.952 4.227 -0.03
H -2.364 -4.604 5.923 0.44
H -1.547 -3.009 5.587 0.16
H -3.665 -2.677 6.632 0.21
H -3.288 -1.791 3.777 -0.24
H -2.861 -0.897 5.215 -0.13
H -4.614 -1.155 4.780 0.49
H -5.394 -3.164 5.447 0.38
C 3.068 -4.812 -5.156 0.02
O 3.982 -5.204 -4.085 -0.54
C 3.893 -4.346 -2.972 0.63
C 4.746 -4.764 -1.781 -0.90
N 4.251 -4.268 -0.559 -0.22
C 4.412 -2.831 -0.355 0.70
C 5.860 -2.296 -0.479 -0.76
O 6.258 -2.141 -1.899 -0.40
C 5.824 -0.925 -2.536 -0.38
H 2.026 -4.789 -4.838 -0.14
H 3.185 -5.526 -5.971 0.40
H 3.376 -3.860 -5.588 -0.01
H 2.840 -4.187 -2.741 -0.11
H 4.241 -3.353 -3.255 -0.11
H 5.794 -4.535 -1.976 0.36
H 4.811 -5.852 -1.767 0.54
H 4.854 -4.701 0.126 0.34
H 4.107 -2.560 0.656 -0.24
H 3.729 -2.279 -0.999 -0.41
H 6.452 -3.079 -0.005 0.49
H 5.975 -1.352 0.054 0.16
H 5.986 -0.934 -3.613 0.35
H 6.367 -0.090 -2.092 0.38
H 4.781 -0.681 -2.332 -0.10
C 6.388 3.865 2.294 -0.81
O 5.323 3.085 1.722 -0.30
C 5.443 1.665 1.730 -1.19
C 4.133 0.860 1.412 -0.17
N 3.776 0.791 0.008 0.43
C 3.544 2.119 -0.535 -0.83
C 3.059 2.154 -1.991 -0.62
O 1.589 2.233 -2.024 0.41
C 1.074 2.388 -3.334 -0.69
H 6.429 4.834 1.796 0.23
H 7.281 3.262 2.128 0.34
H 6.219 3.942 3.368 0.27
H 5.835 1.429 2.719 0.61
H 6.195 1.433 0.976 0.39
H 3.269 1.165 2.003 0.26
H 4.331 -0.152 1.765 0.25
H 2.888 0.349 -0.183 -0.38
H 4.491 2.622 -0.339 0.80
H 2.772 2.624 0.046 0.08
H 3.416 1.252 -2.487 -0.07
H 3.521 3.023 -2.461 0.40
H 1.254 3.426 -3.614 0.33
H -0.003 2.275 -3.212 0.16
H 1.599 1.689 -3.985 0.08
C -0.435 -5.425 -2.888 -0.44
O -1.773 -5.023 -2.983 -0.56
C -1.908 -3.691 -3.559 2.12
C -3.354 -3.317 -3.860 -2.07
N -4.336 -3.183 -2.749 0.21
C -5.731 -2.945 -3.173 -1.01
C -6.631 -2.783 -1.945 -0.44
O -6.808 -4.073 -1.323 -0.33
C -7.754 -4.038 -0.253 -0.85
H -0.303 -6.441 -2.518 0.38
H 0.225 -4.754 -2.338 -0.12
H -0.102 -5.455 -3.926 0.29
H -1.314 -3.671 -4.473 -0.58
H -1.448 -2.946 -2.910 -0.78
H -3.732 -4.082 -4.539 0.75
H -3.308 -2.413 -4.467 0.51
H -4.309 -4.042 -2.219 0.22
H -6.055 -3.659 -3.930 0.38
H -5.776 -2.028 -3.762 0.46
H -7.622 -2.400 -2.189 0.50
H -6.226 -2.065 -1.232 0.23
H -7.747 -5.038 0.181 0.31
H -8.767 -3.724 -0.504 0.33
H -7.491 -3.441 0.620 0.31
C -1.156 4.796 3.620 -0.80
O -1.322 6.072 4.183 -0.38
C -0.425 7.064 3.745 -0.33
C -0.535 8.301 4.712 -0.82
N -0.095 8.042 6.106 -0.42
C -0.181 9.308 6.897 -0.59
C -0.298 8.943 8.386 -0.71
O -1.447 8.059 8.616 -0.31
C -1.827 7.916 10.015 -0.72
H -1.973 4.152 3.948 0.40
H -0.167 4.352 3.731 0.39
H -1.404 4.737 2.560 0.21
H -0.729 7.398 2.753 0.31
H 0.608 6.734 3.636 0.33
H -1.600 8.511 4.815 0.35
H -0.056 9.198 4.320 0.41
H -0.640 7.348 6.600 0.31
H -1.081 9.891 6.704 0.36
H 0.753 9.840 6.715 0.35
H -0.234 9.885 8.931 0.46
H 0.640 8.481 8.694 0.36
H -2.777 7.397 10.140 0.22
H -1.902 8.917 10.440 0.33
H -1.051 7.429 10.604 0.30
C 1.555 7.424 0.256 -0.64
O 0.314 6.998 -0.315 -0.46
C 0.230 5.585 -0.394 0.27
C -1.021 5.221 -1.228 -0.90
N -1.445 3.874 -1.025 0.33
C -2.587 3.580 -1.876 -0.83
C -3.128 2.118 -1.876 -0.77
O -2.278 1.246 -2.620 -0.25
C -2.868 -0.046 -2.777 -0.59
H 1.518 8.507 0.375 0.29
H 2.435 7.056 -0.272 0.32
H 1.596 7.034 1.273 0.19
H 0.103 5.167 0.605 0.08
H 1.095 5.075 -0.819 0.01
H -0.844 5.328 -2.299 0.37
H -1.773 5.940 -0.901 0.42
H -0.724 3.252 -1.360 -0.53
H -2.462 3.836 -2.928 0.42
H -3.478 4.114 -1.545 0.49
H -4.101 2.206 -2.357 0.55
H -3.268 1.673 -0.890 0.32
H -3.280 -0.446 -1.850 0.37
H -2.130 -0.796 -3.060 -0.33
H -3.807 0.017 -3.328 0.70
C -4.247 -3.532 1.739 -1.00
O -2.894 -3.883 1.839 -0.25
C -2.131 -4.004 0.629 -0.16
C -0.704 -4.473 1.001 -1.31
N -0.072 -3.400 1.774 0.78
C 1.288 -3.822 2.112 -1.01
C 2.028 -2.788 3.011 -0.04
O 1.303 -2.439 4.140 -0.19
C 1.912 -1.656 5.086 -0.53
H -4.661 -3.354 2.732 0.34
H -4.824 -4.291 1.211 0.39
H -4.397 -2.561 1.268 0.34
H -2.155 -3.070 0.066 0.03
H -2.611 -4.808 0.072 0.46
H -0.194 -4.674 0.059 0.26
H -0.699 -5.439 1.506 0.61
H -0.700 -3.104 2.509 -0.24
H 1.876 -3.987 1.209 0.33
H 1.143 -4.802 2.566 0.54
H 2.208 -1.862 2.465 -0.45
H 2.918 -3.315 3.357 0.67
H 1.236 -1.457 5.917 -0.10
H 2.274 -0.675 4.780 0.29
H 2.764 -2.164 5.538 0.40
C -1.163 -0.297 7.710 -0.92
O -2.464 -0.591 8.235 -0.44
C -2.445 -1.530 9.338 -0.62
C -1.769 -1.031 10.591 -0.68
N -2.519 0.085 11.097 -0.35
C -1.723 0.667 12.180 -0.59
C -2.410 1.973 12.550 -0.64
O -2.264 2.795 11.416 -0.28
C -2.668 4.161 11.640 -0.79
H -0.521 0.224 8.421 0.43
H -1.414 0.316 6.845 0.21
H -0.596 -1.179 7.412 0.40
H -1.925 -2.417 8.977 0.42
H -3.494 -1.691 9.587 0.36
H -0.717 -0.890 10.344 0.36
H -1.777 -1.861 11.297 0.40
H -2.793 0.729 10.368 0.31
H -0.698 0.902 11.893 0.35
H -1.855 0.010 13.040 0.34
H -1.877 2.369 13.414 0.44
H -3.466 1.791 12.750 0.36
H -1.911 4.663 12.242 0.31
H -3.676 4.235 12.048 0.32
H -2.602 4.794 10.755 0.22
C -0.811 0.292 3.192 -0.27
O 0.334 0.820 2.608 -0.26
C 0.073 1.447 1.344 -1.20
C -0.340 0.504 0.099 0.59
N 0.719 -0.502 -0.064 2.13
C 0.248 -1.391 -1.175 -0.32
C 0.624 -0.869 -2.580 0.13
O 0.620 -1.909 -3.572 0.68
C 1.072 -1.526 -4.904 -0.90
H -1.280 -0.461 2.559 0.03
H -1.633 0.990 3.356 0.38
H -0.532 -0.102 4.170 0.08
H 0.942 2.050 1.079 -0.62
H -0.700 2.215 1.379 0.71
H -0.437 1.215 -0.721 -0.40
H -1.290 -0.001 0.276 0.32
H 0.856 -0.883 0.861 -0.56
H -0.813 -1.642 -1.167 -0.76
H 0.747 -2.353 -1.055 0.21
H 1.663 -0.546 -2.639 -0.17
H -0.038 -0.069 -2.913 -0.20
H 0.986 -2.383 -5.571 0.01
H 2.056 -1.059 -4.957 0.17
H 0.340 -0.820 -5.296 0.43
C -1.323 -3.844 -7.560 -0.72
O -0.843 -2.759 -8.363 -0.33
C 0.350 -3.172 -9.094 -0.35
C 0.875 -2.038 -9.922 -0.74
N 0.008 -1.800 -11.091 -0.23
C 0.428 -0.834 -12.170 -0.65
C -0.539 -0.746 -13.325 -0.65
O -1.743 0.052 -13.158 -0.32
C -2.524 0.202 -14.376 -0.70
H -1.678 -4.655 -8.195 0.43
H -2.294 -3.618 -7.120 0.25
H -0.730 -4.162 -6.702 0.20
H 0.240 -4.052 -9.727 0.36
H 1.127 -3.577 -8.445 0.26
H 1.899 -2.197 -10.258 0.25
H 1.079 -1.189 -9.269 0.34
H -0.969 -1.635 -10.894 0.24
H 1.425 -1.014 -12.572 0.40
H 0.457 0.204 -11.838 0.33
H -0.843 -1.763 -13.572 0.37
H 0.008 -0.341 -14.176 0.39
H -3.517 0.588 -14.144 0.25
H -2.593 -0.805 -14.787 0.30
H -2.081 0.745 -15.211 0.29
```

---

# 2
Here is 15 unconnected molecules or ions with the total composition C60H165N15O15 in a non-equilibrium geometry from the Open Molecules 2025 dataset. Energies are from wB97M-V/def2-TZVPD.

As for the HOMO energy: -0.3017 Ha. The calculation puts the LUMO energy at 0.454 eV. The total energy is -117944.6060 eV. For the energy relative to the best compared isomer or geometry (same formula, charge and spin), the calculation gives 916.8 kJ/mol. Its molar mass is 1337.1 g/mol. The charge is 0.

```
255
Properties=species:S:1:pos:R:3:mulliken_charge:R:1
C 20.943 18.713 -12.454 -1.31
C 19.747 17.881 -12.855 0.40
C 18.347 18.328 -12.461 0.27
O 18.112 18.385 -11.104 -0.50
C 17.252 19.369 -10.710 -0.32
N 19.821 17.742 -14.299 -0.56
H 20.959 18.929 -11.386 0.42
H 20.896 19.686 -12.943 0.13
H 21.872 18.263 -12.802 0.39
H 19.846 17.037 -12.172 0.25
H 17.832 17.452 -12.855 0.12
H 17.981 19.234 -12.944 -0.25
H 17.342 19.360 -9.623 0.14
H 16.265 19.077 -11.067 0.47
H 17.492 20.404 -10.954 0.06
H 20.751 17.554 -14.646 0.39
H 19.473 18.596 -14.713 -0.22
C 18.308 22.733 -13.051 -0.24
C 17.920 24.185 -12.631 1.65
C 17.491 24.140 -11.113 -0.14
O 17.013 22.827 -10.753 0.76
C 16.185 22.681 -9.583 0.46
N 19.076 25.059 -12.797 0.37
H 18.671 22.733 -14.079 -0.21
H 17.489 22.014 -13.072 -0.35
H 19.151 22.370 -12.462 0.35
H 17.142 24.628 -13.253 0.12
H 16.732 24.920 -11.052 -0.36
H 18.225 24.401 -10.351 -0.55
H 16.496 23.294 -8.737 0.42
H 16.131 21.631 -9.297 -0.28
H 15.130 22.876 -9.772 -1.14
H 19.467 24.770 -13.682 -0.83
H 18.747 25.958 -13.121 0.26
C 16.745 24.195 -16.493 0.34
C 16.198 24.420 -17.913 0.49
C 15.931 25.903 -18.143 -0.98
O 14.876 26.425 -17.287 -0.17
C 14.549 27.675 -17.788 -0.86
N 17.286 23.792 -18.712 -0.56
H 17.564 24.897 -16.338 0.10
H 17.091 23.205 -16.195 -0.33
H 15.956 24.435 -15.781 -0.17
H 15.265 23.861 -17.992 0.38
H 15.766 26.022 -19.214 0.43
H 16.849 26.485 -18.059 0.22
H 15.308 28.376 -17.440 0.24
H 13.588 28.038 -17.426 0.26
H 14.575 27.757 -18.875 0.37
H 18.056 23.320 -18.260 -0.04
H 16.928 23.088 -19.341 0.35
C 14.686 22.760 -13.607 1.10
C 13.958 22.286 -14.824 1.17
C 13.259 21.013 -14.504 -0.62
O 14.225 19.982 -14.639 -0.11
C 13.948 18.863 -13.882 -0.60
N 13.074 23.357 -15.237 -0.70
H 14.151 23.124 -12.731 -0.45
H 15.488 23.468 -13.815 -1.05
H 15.371 21.974 -13.288 0.01
H 14.651 22.150 -15.654 -0.06
H 12.502 20.919 -15.283 0.34
H 12.709 21.083 -13.566 -0.16
H 14.765 18.207 -13.583 0.24
H 13.309 18.203 -14.469 0.31
H 13.322 19.037 -13.007 0.03
H 12.998 23.265 -16.240 0.42
H 13.582 24.229 -15.190 0.03
C 14.434 23.968 -6.178 -1.37
C 13.957 25.011 -7.139 1.89
C 12.471 25.236 -7.186 -1.18
O 11.885 24.003 -7.565 0.35
C 10.442 23.936 -7.666 -1.16
N 14.658 26.283 -6.886 -0.23
H 14.191 24.373 -5.196 0.48
H 15.508 23.877 -6.341 0.38
H 13.973 22.987 -6.060 -0.08
H 14.245 24.713 -8.146 -1.06
H 12.175 25.977 -7.928 0.34
H 12.231 25.695 -6.226 0.33
H 10.143 24.656 -8.429 0.49
H 9.847 24.051 -6.760 0.30
H 10.120 22.984 -8.089 0.17
H 15.651 26.112 -6.814 0.03
H 14.423 26.481 -5.924 0.34
C 8.969 19.899 -12.395 -1.53
C 10.234 20.329 -11.681 1.23
C 10.555 21.865 -11.816 -1.29
O 11.804 22.097 -11.164 0.36
C 12.082 23.480 -10.937 -0.58
N 10.288 19.768 -10.353 -0.45
H 8.955 20.446 -13.338 0.37
H 8.149 20.308 -11.806 0.37
H 8.924 18.822 -12.554 0.40
H 11.047 19.729 -12.090 -0.41
H 9.795 22.337 -11.194 0.67
H 10.566 22.250 -12.836 0.38
H 12.108 24.018 -11.885 0.52
H 13.077 23.532 -10.496 -0.76
H 11.341 23.861 -10.235 0.59
H 9.468 20.113 -9.875 0.34
H 10.880 20.257 -9.697 -0.17
C 20.225 22.635 -8.534 -1.06
C 21.294 23.394 -7.761 0.74
C 22.690 22.771 -7.465 -1.27
O 22.749 21.943 -6.327 -0.38
C 24.001 21.489 -6.039 -0.79
N 21.502 24.657 -8.386 -0.64
H 19.714 22.079 -7.749 0.54
H 20.770 21.974 -9.209 0.19
H 19.501 23.175 -9.145 0.02
H 20.861 23.662 -6.797 0.61
H 23.342 23.604 -7.204 0.49
H 23.041 22.258 -8.360 0.39
H 24.639 21.345 -6.912 0.31
H 24.075 20.503 -5.581 0.30
H 24.542 22.102 -5.319 0.29
H 20.545 24.979 -8.393 -0.31
H 21.555 24.468 -9.377 0.16
C 22.573 26.089 -15.592 -0.69
C 21.538 25.677 -16.682 1.39
C 22.076 24.780 -17.803 -1.45
O 22.862 23.660 -17.403 -0.23
C 23.692 23.140 -18.452 -1.00
N 20.514 24.928 -15.983 0.38
H 21.979 26.745 -14.955 -0.36
H 23.383 26.754 -15.889 0.54
H 22.963 25.204 -15.088 0.18
H 21.100 26.569 -17.129 -0.38
H 22.544 25.387 -18.578 0.65
H 21.276 24.412 -18.446 0.58
H 24.500 23.824 -18.712 0.38
H 23.342 22.816 -19.433 0.36
H 24.048 22.202 -18.026 0.31
H 20.070 24.428 -16.740 -0.41
H 20.900 24.145 -15.476 -0.36
C 14.039 17.592 -2.637 -1.76
C 13.859 18.609 -3.717 0.84
C 15.281 19.024 -4.356 -0.95
O 15.112 19.495 -5.672 -0.09
C 16.355 19.771 -6.341 -0.36
N 12.997 18.079 -4.735 -0.47
H 14.561 17.927 -1.741 0.39
H 14.450 16.644 -2.984 0.40
H 13.087 17.359 -2.161 0.43
H 13.494 19.535 -3.272 0.11
H 15.939 18.157 -4.411 0.38
H 15.674 19.754 -3.648 0.37
H 16.833 18.828 -6.605 0.39
H 17.039 20.339 -5.709 0.48
H 16.193 20.299 -7.280 -0.45
H 13.183 17.140 -5.055 0.24
H 13.201 18.647 -5.545 0.14
C 19.633 28.673 -13.269 -1.34
C 18.534 28.444 -14.312 0.51
C 19.148 28.989 -15.641 -1.01
O 18.295 28.853 -16.838 -0.12
C 19.052 29.339 -17.975 -0.90
N 18.203 27.097 -14.510 0.11
H 20.534 28.080 -13.426 0.14
H 19.260 28.429 -12.274 0.22
H 20.018 29.687 -13.159 0.50
H 17.708 29.025 -13.904 0.47
H 20.056 28.398 -15.760 0.21
H 19.425 30.037 -15.528 0.52
H 18.376 29.377 -18.828 0.25
H 19.906 28.697 -18.190 0.25
H 19.568 30.289 -17.832 0.40
H 17.544 27.144 -15.274 -0.05
H 18.930 26.532 -14.924 -0.42
C 20.888 20.838 -16.087 -0.58
C 19.802 20.995 -17.220 -0.18
C 18.340 20.555 -16.854 -0.24
O 18.341 19.130 -16.581 -0.50
C 17.013 18.757 -16.121 -0.40
N 19.850 22.309 -17.804 -0.07
H 20.712 19.932 -15.507 0.00
H 20.734 21.621 -15.344 -0.06
H 21.895 20.808 -16.502 0.41
H 20.025 20.292 -18.022 0.30
H 17.534 20.870 -17.516 0.66
H 18.171 21.008 -15.878 -0.02
H 16.765 17.765 -16.497 0.35
H 16.195 19.445 -16.331 0.33
H 17.083 18.594 -15.045 -0.18
H 20.792 22.662 -17.893 -0.25
H 19.581 22.157 -18.766 0.42
C 14.238 26.564 -13.434 -1.59
C 14.519 27.290 -12.016 0.91
C 13.724 28.577 -11.715 -1.21
O 14.417 29.498 -10.870 -0.39
C 13.960 29.449 -9.510 -0.11
N 14.454 26.175 -11.026 0.57
H 14.524 27.264 -14.219 0.54
H 13.186 26.296 -13.537 0.41
H 14.842 25.729 -13.785 0.19
H 15.550 27.637 -12.084 0.06
H 12.694 28.316 -11.469 0.35
H 13.733 29.233 -12.586 0.43
H 14.570 30.199 -9.006 0.00
H 14.034 28.427 -9.140 -0.05
H 12.924 29.781 -9.580 0.34
H 14.165 26.581 -10.148 -0.41
H 13.642 25.607 -11.220 -0.20
C 18.730 26.880 -8.229 -0.87
C 18.505 27.830 -7.036 0.55
C 17.491 28.999 -7.258 -0.56
O 17.705 29.938 -6.248 -0.38
C 16.538 30.754 -6.110 -0.91
N 18.374 26.984 -5.865 -0.68
H 19.238 25.938 -8.021 -0.05
H 19.171 27.374 -9.094 0.55
H 17.756 26.504 -8.541 0.03
H 19.456 28.334 -6.863 0.46
H 16.487 28.576 -7.220 0.15
H 17.611 29.400 -8.264 0.35
H 15.585 30.554 -5.621 0.34
H 16.192 31.239 -7.023 0.32
H 16.942 31.622 -5.587 0.36
H 18.162 27.562 -5.064 0.24
H 19.193 26.433 -5.652 0.19
C 22.863 23.583 -12.797 -1.80
C 22.460 24.379 -11.480 0.78
C 22.409 25.849 -11.638 0.30
O 23.774 26.365 -11.575 -0.51
C 24.278 26.365 -10.261 -0.78
N 21.124 23.929 -11.198 1.21
H 22.952 22.511 -12.624 0.45
H 23.836 23.846 -13.214 0.52
H 22.072 23.640 -13.544 0.10
H 23.054 24.017 -10.641 0.56
H 21.766 26.414 -10.963 0.40
H 22.081 26.179 -12.624 -0.72
H 23.563 26.482 -9.447 0.26
H 25.031 27.153 -10.232 0.34
H 24.933 25.498 -10.177 0.27
H 21.071 22.940 -11.392 -0.11
H 20.379 24.228 -11.811 -0.68
C 10.600 21.219 -4.782 -1.43
C 10.696 20.542 -6.134 0.68
C 12.081 20.654 -6.873 1.54
O 12.136 19.845 -8.030 -0.50
C 13.333 20.102 -8.736 -0.62
N 10.416 19.117 -5.918 -0.97
H 11.184 20.726 -4.004 0.18
H 9.605 21.098 -4.354 0.43
H 11.063 22.204 -4.849 0.21
H 9.872 20.730 -6.823 0.32
H 12.852 20.432 -6.136 -0.22
H 12.148 21.730 -7.029 -1.15
H 14.222 19.721 -8.234 0.20
H 13.640 21.147 -8.782 0.23
H 13.338 19.727 -9.760 0.36
H 11.135 18.685 -5.356 0.37
H 10.481 18.569 -6.764 0.34
```